Entry from the OMol25 dataset: a structure of composition C29H26BF7IN3O3SV at a distorted geometry (ωB97M-V/def2-TZVPD).

Calculated values
Charge: -2
LUMO (spin up / spin down): 3.236 / 3.236 eV
⟨S²⟩: 3.78
Multiplicity: 4

XYZ file:
```
72
Properties=species:S:1:pos:R:3:forces:R:3
V -0.6130 0.2725 -0.4844 0.021 -1.127 0.196
C 3.3772 -2.5372 1.7071 -0.891 0.755 1.020
C 2.6794 -1.1246 1.7392 3.035 -0.590 -0.695
C 3.8290 -0.0684 2.0480 -0.994 0.481 -2.577
C 1.5972 -1.0541 2.7312 0.122 0.073 0.409
C 1.9504 -1.4345 3.9963 -0.392 -0.031 1.488
C 1.0726 -1.2754 5.0746 0.552 0.186 -0.883
C -0.1684 -0.7022 4.8612 2.634 -1.121 -2.052
C -0.5551 -0.3909 3.5791 -1.443 0.501 0.662
C -2.0112 0.0256 3.4416 -0.364 1.083 -0.869
C -2.7284 -1.0720 2.6001 1.473 -0.536 1.224
C -2.2323 1.5100 2.8867 1.396 -1.022 1.019
C 0.3265 -0.5221 2.5245 -0.113 0.680 -2.122
O -0.0082 -0.0444 1.3316 0.244 -0.014 0.001
H 4.2410 -2.4848 1.0824 0.625 -0.085 -0.536
H 2.7073 -3.3121 1.3613 -0.277 -0.185 -0.241
H 3.6856 -2.8286 2.7229 0.104 0.061 -0.396
H 2.4046 -0.9238 0.7260 -0.769 0.183 -0.573
H 4.1032 -0.0974 3.0662 0.540 0.057 1.115
H 3.4460 0.9242 1.7602 -0.217 -0.084 0.691
H 4.7071 -0.0936 1.3433 -0.598 -0.782 0.798
H 2.9700 -1.7776 4.1494 -0.257 -0.108 0.290
H 1.3746 -1.5578 6.0455 0.348 -0.235 1.038
H -0.7650 -0.5114 5.6567 -2.013 0.421 2.269
H -2.2907 0.0320 4.4760 -0.953 0.079 0.568
H -2.0555 -1.0431 1.7426 -1.309 -0.291 -0.852
H -3.8246 -1.0845 2.5064 0.566 0.704 -0.470
H -2.4840 -2.0660 3.0226 -0.042 0.364 0.219
H -1.8694 1.5851 1.8802 0.465 -0.037 -0.459
H -1.5883 2.2118 3.5168 -1.254 -0.628 -0.701
H -3.2830 1.7568 2.7799 -0.224 0.221 0.666
I -2.8809 3.0792 -8.2064 0.799 -0.308 0.793
C -1.5990 2.4735 -6.5522 1.662 0.460 -0.880
C -0.1961 2.7045 -6.5398 -0.600 -0.450 1.451
C 0.4410 2.3199 -5.3181 1.109 1.865 -3.000
C -0.1675 1.7189 -4.2923 -0.144 -2.060 2.297
C -1.5070 1.3218 -4.3962 1.364 1.145 -0.684
C -2.1829 1.7758 -5.5035 -1.503 -0.527 -0.370
C 0.7037 1.2267 -3.0951 -1.254 -0.589 0.557
O 1.8392 1.6010 -2.9255 0.615 0.494 -0.490
O 0.0904 0.3555 -2.3473 -0.340 0.149 -0.242
H 0.5146 3.1197 -7.2791 -1.294 -0.081 0.071
H 1.5031 2.5691 -5.2775 -0.207 -0.295 0.360
H -1.9389 0.7013 -3.6523 -0.470 -0.311 0.541
H -3.2236 1.4805 -5.6002 -0.014 0.219 -0.022
F -3.7599 0.3703 0.4730 -1.754 0.140 1.604
B -2.8748 0.4384 -0.4589 2.445 -0.343 -1.580
F -3.4434 0.5488 -1.6817 -0.505 0.170 -0.665
F 1.8998 -6.9997 -0.5701 0.155 -0.249 -0.173
C 1.2714 -5.8108 -0.5561 -0.168 0.040 2.082
C 0.2898 -5.6091 0.4868 1.731 -1.504 -1.984
F 0.0513 -6.6685 1.2753 -0.192 0.073 0.175
C -0.3614 -4.4398 0.5770 -0.693 0.613 0.999
F -1.2959 -4.3569 1.5749 0.515 0.284 -1.051
C -0.0771 -3.3866 -0.3115 -0.305 0.679 -0.713
S -1.2903 -2.1560 -0.6342 0.037 -0.104 0.097
C 1.0376 -3.5246 -1.1402 0.262 -1.403 0.841
F 1.4287 -2.5749 -1.9666 -0.088 0.676 -0.355
C 1.7765 -4.7321 -1.2247 -1.348 1.188 -0.161
F 2.8131 -4.7896 -2.0684 0.063 -0.378 0.036
N -1.7302 5.0562 -2.2454 0.706 1.302 -0.343
C -1.0414 4.3973 -1.1491 0.338 -0.221 -2.569
C -1.1125 3.0487 -1.2638 1.422 -1.865 3.383
N -0.4150 2.2089 -0.3145 0.057 2.435 0.526
C 0.3318 2.9014 0.6623 -1.734 1.908 -2.941
C 0.4085 4.2707 0.6333 -0.686 -0.437 -0.719
N -0.2297 5.0370 -0.3607 0.832 1.223 1.724
H -1.8910 4.4203 -3.0366 0.051 -0.002 0.834
H -1.1105 5.7763 -2.6625 -0.536 -0.379 0.790
H -1.9157 2.6152 -1.7740 -0.727 -0.878 -1.005
H 0.8645 2.4358 1.4115 0.762 -1.691 1.274
H 0.9849 4.7644 1.4353 -0.378 0.038 -0.734
```
Positions in Å, forces in eV/Å.

For each atom in turn, the Mulliken charge in e is: atom 1 (V): 0.35, atom 2 (C): -1.54, atom 3 (C): 0.99, atom 4 (C): -1.50, atom 5 (C): 1.58, atom 6 (C): -1.05, atom 7 (C): -1.38, atom 8 (C): -1.41, atom 9 (C): 0.88, atom 10 (C): 0.25, atom 11 (C): -0.79, atom 12 (C): -0.94, atom 13 (C): -0.50, atom 14 (O): 0.86, atom 15 (H): 0.49, atom 16 (H): 0.23, atom 17 (H): 0.25, atom 18 (H): 0.04, atom 19 (H): 0.34, atom 20 (H): 0.26, atom 21 (H): 0.39, atom 22 (H): 0.29, atom 23 (H): 0.42, atom 24 (H): 0.56, atom 25 (H): 0.56, atom 26 (H): -0.31, atom 27 (H): 0.34, atom 28 (H): 0.32, atom 29 (H): -0.22, atom 30 (H): 0.24, atom 31 (H): 0.44, atom 32 (I): -0.05, atom 33 (C): -0.32, atom 34 (C): -0.36, atom 35 (C): -0.15, atom 36 (C): 0.44, atom 37 (C): -0.67, atom 38 (C): -0.29, atom 39 (C): 0.23, atom 40 (O): -0.74, atom 41 (O): -0.74, atom 42 (H): 0.33, atom 43 (H): 0.41, atom 44 (H): 0.50, atom 45 (H): 0.38, atom 46 (F): -0.14, atom 47 (B): 0.36, atom 48 (F): -0.25, atom 49 (F): -0.34, atom 50 (C): 0.27, atom 51 (C): 0.31, atom 52 (F): -0.35, atom 53 (C): -0.03, atom 54 (F): -0.34, atom 55 (C): 0.96, atom 56 (S): -0.56, atom 57 (C): -0.08, atom 58 (F): -0.33, atom 59 (C): 0.13, atom 60 (F): -0.34, atom 61 (N): -0.74, atom 62 (C): 0.08, atom 63 (C): -0.74, atom 64 (N): 0.75, atom 65 (C): -0.61, atom 66 (C): -0.58, atom 67 (N): -0.81, atom 68 (H): 0.30, atom 69 (H): 0.26, atom 70 (H): 0.58, atom 71 (H): 0.52, atom 72 (H): 0.32



Entry from the OMol25 dataset: a structure of composition C29H26Cl5IrN3O5 (ωB97M-V/def2-TZVPD).

Calculated values
Charge: +2
LUMO (spin up / spin down): -6.469 / -8.228 eV
⟨S²⟩: 0.76
Multiplicity: 2

XYZ file:
```
69
Properties=species:S:1:pos:R:3:forces:R:3
Ir 0.5945 -0.7058 0.8545 0.817 -0.047 0.062
N 1.8704 -0.9419 2.5606 -0.327 -0.008 0.145
C 2.9928 0.0358 2.7339 0.031 0.004 -0.099
C 3.9116 0.0454 1.5213 -0.022 -0.035 0.165
C 3.1798 0.6133 0.3296 -0.180 0.013 -0.152
O 3.3905 1.7077 -0.1146 -0.087 0.027 -0.182
O 2.2578 -0.2231 -0.1925 -0.185 0.376 0.285
H 1.2547 -0.8151 3.3660 -0.048 -0.126 0.003
H 2.2341 -1.8868 2.6691 0.091 -0.030 -0.076
H 3.5386 -0.2231 3.6405 0.012 -0.028 -0.011
H 2.5384 1.0150 2.8863 0.037 0.016 -0.020
H 4.2416 -0.9703 1.2930 0.077 -0.024 0.023
H 4.7875 0.6514 1.7403 -0.019 0.046 -0.030
Cl -3.3323 1.0138 6.4445 -0.011 0.023 0.022
C -2.5662 0.2474 5.1301 -0.012 0.028 0.039
C -1.8249 1.0023 4.2255 0.026 0.040 -0.042
Cl -1.6643 2.6975 4.3883 -0.015 0.020 0.021
C -1.2099 0.3542 3.1654 -0.071 -0.062 -0.054
Cl -0.3110 1.2874 1.9787 0.156 -0.104 -0.164
C -1.3139 -1.0176 2.9633 0.123 0.023 -0.098
O -0.7267 -1.6368 1.9240 -0.169 0.258 -0.096
C -2.0481 -1.7691 3.8850 -0.003 -0.026 -0.009
Cl -2.1457 -3.4629 3.6499 -0.006 0.030 0.015
C -2.6744 -1.1403 4.9569 -0.018 -0.057 0.013
Cl -3.5715 -2.0655 6.0707 0.001 -0.008 -0.005
C 0.9020 5.4846 0.7424 0.019 0.021 0.053
O 0.7747 4.2586 0.0149 0.176 -0.046 -0.044
C -0.4654 3.8286 -0.2955 -0.179 -0.086 -0.076
C -1.6435 4.3315 0.2438 0.027 -0.056 -0.028
C -2.8606 3.8067 -0.1671 0.017 0.042 0.047
C -2.9222 2.7994 -1.1195 0.026 -0.025 -0.050
C -1.7555 2.2965 -1.6661 -0.109 0.080 -0.001
C -0.5318 2.7930 -1.2420 -0.094 0.111 0.020
N 0.7119 2.4030 -1.8052 0.170 0.105 0.159
C 1.0522 1.3944 -2.5332 0.225 -0.011 -0.050
C 0.2518 0.2409 -2.8693 0.126 -0.113 0.022
C 0.2728 -0.2304 -4.1877 -0.090 0.014 -0.080
C -0.5579 -1.2645 -4.5695 -0.039 0.204 -0.036
C -1.3889 -1.8588 -3.6246 -0.276 0.280 -0.012
C -1.3559 -1.4626 -2.2989 -0.342 0.212 0.063
C -0.5143 -0.4303 -1.9061 0.028 -0.293 -0.081
O -0.4544 -0.0228 -0.6259 -0.322 -0.252 0.203
H 1.9607 5.7212 0.7387 -0.004 0.003 0.013
H 0.5564 5.3571 1.7691 0.000 0.011 -0.005
H 0.3414 6.2815 0.2538 0.004 -0.005 -0.008
H -1.6152 5.1311 0.9688 -0.002 0.010 0.005
H -3.7744 4.2062 0.2519 0.001 0.004 0.009
H -3.8776 2.4187 -1.4509 -0.004 0.000 -0.002
H -1.8015 1.5341 -2.4312 -0.073 0.137 0.043
H 1.4599 3.0574 -1.5708 -0.023 0.000 -0.051
H 2.0522 1.4576 -2.9541 -0.029 0.029 0.078
H 0.9045 0.2587 -4.9193 0.001 0.010 0.004
H -0.5733 -1.5963 -5.5979 0.004 -0.005 -0.014
H -2.0597 -2.6544 -3.9223 -0.017 0.122 -0.013
H -1.9896 -1.9341 -1.5544 0.079 0.144 -0.145
N 1.1957 -2.5620 0.2125 -0.193 0.032 -0.077
C 0.6447 -3.1734 -0.9939 0.100 -0.189 0.091
C 1.3215 -3.0258 -2.1924 0.065 -0.100 -0.035
C 0.8342 -3.6826 -3.3124 0.197 -0.183 0.164
C -0.3027 -4.4745 -3.2163 0.144 -0.237 0.144
C -0.9677 -4.6054 -2.0045 0.069 -0.118 -0.022
C -0.4985 -3.9459 -0.8790 0.134 -0.145 0.034
H 2.2049 -2.4716 0.0987 0.036 0.008 -0.055
H 1.0071 -3.1908 0.9939 -0.013 -0.041 -0.026
H 2.2158 -2.4160 -2.2509 0.003 -0.007 0.014
H 1.3552 -3.5906 -4.2556 -0.002 0.001 0.006
H -0.6656 -5.0018 -4.0879 -0.007 -0.018 -0.017
H -1.8465 -5.2312 -1.9311 -0.014 -0.007 0.003
H -1.0002 -4.0483 0.0771 -0.020 0.010 0.001
```
Positions in Å, forces in eV/Å.

For each atom in turn, the Mulliken charge in e is: atom 1 (Ir): 2.46, atom 2 (N): -0.56, atom 3 (C): -0.66, atom 4 (C): -0.66, atom 5 (C): 0.26, atom 6 (O): -0.55, atom 7 (O): -0.68, atom 8 (H): 0.33, atom 9 (H): 0.39, atom 10 (H): 0.51, atom 11 (H): 0.33, atom 12 (H): 0.27, atom 13 (H): 0.45, atom 14 (Cl): -0.14, atom 15 (C): 0.43, atom 16 (C): 0.05, atom 17 (Cl): -0.17, atom 18 (C): 0.86, atom 19 (Cl): -0.04, atom 20 (C): -0.97, atom 21 (O): -0.57, atom 22 (C): 0.17, atom 23 (Cl): -0.15, atom 24 (C): 0.25, atom 25 (Cl): -0.12, atom 26 (C): -1.03, atom 27 (O): -0.44, atom 28 (C): 0.57, atom 29 (C): -0.40, atom 30 (C): -0.92, atom 31 (C): -1.10, atom 32 (C): -0.07, atom 33 (C): 0.35, atom 34 (N): 0.36, atom 35 (C): -1.27, atom 36 (C): 1.39, atom 37 (C): -0.76, atom 38 (C): -1.14, atom 39 (C): -0.62, atom 40 (C): -0.62, atom 41 (C): 0.81, atom 42 (O): -0.86, atom 43 (H): 0.27, atom 44 (H): 0.37, atom 45 (H): 0.43, atom 46 (H): 0.52, atom 47 (H): 0.45, atom 48 (H): 0.47, atom 49 (H): 0.59, atom 50 (H): 0.34, atom 51 (H): 0.44, atom 52 (H): 0.53, atom 53 (H): 0.46, atom 54 (H): 0.67, atom 55 (H): 0.58, atom 56 (N): -0.42, atom 57 (C): 0.41, atom 58 (C): -0.44, atom 59 (C): -0.61, atom 60 (C): -0.91, atom 61 (C): -0.50, atom 62 (C): -0.72, atom 63 (H): 0.51, atom 64 (H): 0.58, atom 65 (H): 0.41, atom 66 (H): 0.49, atom 67 (H): 0.46, atom 68 (H): 0.42, atom 69 (H): 0.48



How do the records compare in ΔE to the lowest compared entry with this formula, charge and spin? In the order shown, they have 0.00; 0.00 kcal/mol.